201
Properties=species:S:1:pos:R:3:lowdin_charge:R:1 method="wB97M-V/def2-TZVPD" charge=0 lumo_energy_ev=0.07 e_above_lowest_kcal_mol=0.0 fmax_ev_per_a=5.5 smiles="CCOP(=O)(OCC)OCC.CCOP(=O)(OCC)OCC.CCOP(=O)(OCC)OCC.O=S1(=O)CCCC1.O=S1(=O)CCCC1.O=S1(=O)CCCC1.O=S1(=O)CCCC1.O=S1(=O)CCCC1.COC(=O)OC.COC(=O)OC.COC(=O)OC.COC(=O)OC" multiplicity=1 orbital_gap_ev=10.0
C -0.14428 -3.61455 7.32326 -0.0497
C 0.67387 -2.51380 6.53479 -0.2603
O -0.01577 -1.86159 5.48337 -0.1907
P -0.78382 -0.44721 5.68497 0.5098
O -1.21857 -0.03386 7.07225 -0.2484
O 0.10259 0.68438 4.99619 -0.2057
C -0.33202 2.05424 5.06797 -0.2387
C -0.23623 2.74675 3.71263 -0.0437
O -2.04778 -0.62565 4.64007 -0.1844
C -1.80264 -0.87865 3.26747 -0.2711
C -2.62951 -2.08907 2.81172 -0.0525
H -0.56224 -4.38224 6.67206 0.0668
H 0.52813 -4.16606 7.98038 0.0702
H -0.96470 -3.19004 7.90189 0.0716
H 1.05700 -1.75798 7.22039 0.1106
H 1.59048 -2.96471 6.15451 0.1074
H -1.35506 2.11434 5.43929 0.1162
H 0.23256 2.55758 5.85282 0.1023
H -1.21956 2.67017 3.24861 0.0649
H -0.01844 3.79959 3.89207 0.0752
H 0.50676 2.25908 3.08157 0.0624
H -2.10881 -0.03119 2.65414 0.1035
H -0.72038 -0.93380 3.15014 0.0915
H -3.69125 -1.89743 2.96694 0.0736
H -2.43679 -2.34841 1.77071 0.0417
H -2.51230 -2.90975 3.51942 0.0814
C -3.35663 2.79323 1.20720 -0.0532
C -3.77724 2.92690 -0.27087 -0.2552
O -2.60181 3.35416 -0.92633 -0.1962
P -2.55068 3.45242 -2.56716 0.5669
O -3.20987 4.66628 -3.10783 -0.2317
O -0.94490 3.37675 -2.91034 -0.2053
C -0.46859 3.30745 -4.16136 -0.3085
C 0.93907 2.62486 -4.18284 -0.0456
O -3.14594 1.99413 -3.08144 -0.1834
C -2.49267 0.78373 -2.75936 -0.2985
C -3.15247 -0.15564 -3.70045 -0.0579
H -2.72805 3.64524 1.46617 0.0647
H -4.12248 2.69511 1.97658 0.0832
H -2.79796 1.87312 1.37862 0.0535
H -4.08883 1.90339 -0.47927 0.0932
H -4.66550 3.52802 -0.46521 0.1277
H -1.08466 2.62627 -4.74835 0.1132
H -0.39707 4.33301 -4.52359 0.1272
H 1.25638 2.33283 -5.18390 0.0647
H 1.67932 3.35330 -3.85193 0.0701
H 0.94605 1.75186 -3.53021 0.0672
H -1.42486 0.76535 -2.97743 0.1087
H -2.66603 0.45088 -1.73600 0.1014
H -2.97547 -1.17152 -3.34723 0.0652
H -4.22257 0.03445 -3.61777 0.0835
H -2.75488 -0.13190 -4.71507 0.0824
C 2.85859 -4.38752 2.26653 -0.0523
C 1.59352 -3.69586 1.77283 -0.2951
O 0.54559 -4.58807 1.67331 -0.1681
P 0.19514 -5.56081 0.45092 0.5434
O 0.20284 -4.84269 -0.86733 -0.2440
O -1.24093 -6.16464 0.90388 -0.1821
C -2.47938 -5.45443 0.74943 -0.2459
C -3.39165 -6.28149 -0.20693 -0.0506
O 1.21420 -6.86088 0.66824 -0.1815
C 1.15387 -7.90510 -0.28406 -0.3070
C 1.91288 -7.64970 -1.55065 -0.0684
H 3.38504 -4.94496 1.49180 0.0781
H 3.51500 -3.53676 2.44935 0.0616
H 2.76574 -4.97205 3.18185 0.0878
H 1.21054 -3.02646 2.54311 0.1172
H 1.87427 -3.10280 0.90246 0.1052
H -3.08958 -5.56724 1.64555 0.1124
H -2.42370 -4.41717 0.41912 0.0860
H -3.08331 -7.32359 -0.12286 0.0788
H -4.44967 -6.19555 0.04067 0.0626
H -3.20048 -5.95264 -1.22840 0.0575
H 1.49363 -8.78479 0.26257 0.1207
H 0.10637 -8.18598 -0.39338 0.1116
H 2.04478 -8.58774 -2.08990 0.0818
H 1.29747 -7.03747 -2.20986 0.0566
H 2.88199 -7.20288 -1.32868 0.0881
O 6.12408 -0.69559 5.21481 -0.3525
S 5.36472 0.35428 4.52801 0.7462
O 5.86340 1.76250 4.61045 -0.3723
C 5.17073 -0.05765 2.70799 -0.1836
C 3.67901 0.25211 2.41942 -0.2249
C 3.00287 -0.29496 3.61041 -0.2409
C 3.56530 0.22289 4.99170 -0.1418
H 5.34958 -1.13129 2.64958 0.0951
H 5.96255 0.48511 2.19171 0.0928
H 3.47292 1.31603 2.30235 0.0936
H 3.32095 -0.19987 1.49443 0.1070
H 2.93994 -1.38250 3.57282 0.1048
H 1.95919 0.01897 3.62717 0.0876
H 3.54181 -0.58575 5.72221 0.0939
H 3.16662 1.16070 5.37855 0.0716
O 4.48064 5.02443 6.76744 -0.3143
S 3.24660 4.39985 6.31081 0.7458
O 2.69914 3.10685 6.79591 -0.3679
C 1.87291 5.64170 6.16724 -0.1651
C 1.98122 6.26644 4.70009 -0.2185
C 2.96280 5.56177 3.84548 -0.2353
C 3.32043 4.19259 4.45996 -0.2052
H 1.92808 6.34100 7.00152 0.0942
H 0.86969 5.21577 6.15196 0.0868
H 1.08179 6.52576 4.14163 0.1074
H 2.26402 7.31185 4.82356 0.1035
H 3.85321 6.18702 3.77969 0.1212
H 2.59812 5.47764 2.82175 0.0970
H 4.30663 3.83639 4.16225 0.0874
H 2.53275 3.46834 4.25234 0.0770
O -3.05437 7.58938 0.20195 -0.3339
S -1.66663 7.24269 0.50000 0.6883
O -1.43113 6.41954 1.67841 -0.3471
C -0.82303 6.68946 -0.98195 -0.2237
C -0.13334 7.92062 -1.45838 -0.2201
C 0.37608 8.78866 -0.22996 -0.1920
C -0.85424 8.86522 0.66800 -0.2288
H -1.58797 6.08015 -1.46330 0.0916
H 0.00808 6.06186 -0.66027 0.0722
H 0.72869 7.80298 -2.11502 0.1017
H -0.84373 8.50487 -2.04327 0.1179
H 0.59201 9.78678 -0.61106 0.1174
H 1.12125 8.19293 0.29722 0.1007
H -1.57873 9.60128 0.31955 0.1046
H -0.52174 9.02159 1.69420 0.1009
O 0.81128 -5.13669 -6.61770 -0.3150
S -0.59583 -5.25052 -6.36257 0.6736
O -1.61842 -4.92160 -7.31164 -0.3174
C -1.17300 -6.83665 -5.65804 -0.1816
C -1.80141 -6.47368 -4.26182 -0.2145
C -2.07066 -5.01566 -4.12424 -0.2367
C -0.91994 -4.30935 -4.80484 -0.2013
H -0.32182 -7.51752 -5.66182 0.0914
H -1.83210 -7.32322 -6.37703 0.0955
H -2.76895 -6.95119 -4.10713 0.1110
H -1.21844 -6.84691 -3.41984 0.1026
H -2.13507 -4.66453 -3.09436 0.1008
H -2.98705 -4.80167 -4.67427 0.1238
H 0.01344 -4.44651 -4.25887 0.0830
H -0.94674 -3.24336 -5.03079 0.0969
O -4.27170 -0.85785 0.15049 -0.3498
S -4.61009 -2.09793 -0.56577 0.6999
O -3.65142 -2.89769 -1.28430 -0.3286
C -5.57821 -3.09210 0.69859 -0.1945
C -6.58495 -3.91051 -0.14635 -0.2039
C -7.21498 -2.80737 -1.04766 -0.2144
C -6.13685 -1.90056 -1.58704 -0.2138
H -6.07507 -2.29877 1.25703 0.1033
H -4.83815 -3.61232 1.30668 0.0804
H -6.10643 -4.67803 -0.75465 0.0985
H -7.33587 -4.40611 0.46895 0.1148
H -7.81252 -2.26660 -0.31375 0.1150
H -7.80955 -3.28699 -1.82518 0.1212
H -6.59771 -0.92970 -1.40496 0.1023
H -5.83283 -1.71153 -2.61658 0.0976
C 2.53687 -3.72542 -2.93172 -0.0554
O 3.28261 -2.96248 -2.01636 -0.0173
C 3.35385 -1.60425 -2.18458 -0.5399
O 2.78093 -0.90524 -3.00597 0.1107
O 4.19809 -1.12725 -1.24800 -0.0097
C 4.58874 0.25919 -1.37380 -0.0347
H 1.50582 -3.45914 -2.69904 0.0699
H 2.66656 -4.79847 -2.79084 0.0870
H 2.84838 -3.56235 -3.96345 0.1065
H 5.10138 0.39503 -2.32609 0.0986
H 5.20195 0.65761 -0.56551 0.0871
H 3.75495 0.94858 -1.50662 0.0802
C -0.44007 -1.70440 -0.62527 0.0033
O -0.45859 -0.27786 -0.92919 -0.0427
C 0.02681 0.66912 -0.07716 -0.4770
O 0.36263 0.43696 1.08618 0.0937
O 0.08635 1.88490 -0.73685 -0.0265
C 0.35810 3.07538 -0.00473 -0.0324
H 0.53552 -1.96428 -0.21444 0.0693
H -0.58619 -2.25101 -1.55691 0.0894
H -1.17273 -1.99990 0.12573 0.0705
H -0.05802 3.96034 -0.48616 0.0675
H 1.41646 3.20691 0.22037 0.0605
H -0.19837 3.09083 0.93239 0.0794
C 3.82098 3.61325 0.97300 -0.0534
O 4.29711 4.83894 0.49861 0.0231
C 3.59518 5.70705 -0.17757 -0.6342
O 2.40461 5.52723 -0.42658 0.1099
O 4.39785 6.61450 -0.54786 0.0604
C 3.98901 7.84229 -1.03658 -0.0400
H 4.67520 3.23383 1.53376 0.1042
H 3.48285 2.98163 0.15152 0.0937
H 3.07176 3.72768 1.75636 0.0702
H 4.84981 8.28695 -1.53598 0.0997
H 3.78762 8.60799 -0.28742 0.1028
H 3.21017 7.75669 -1.79433 0.0958
C 0.51351 -0.35482 -5.74804 -0.0611
O 0.80245 -1.14595 -6.87296 0.0131
C -0.23073 -1.40116 -7.66859 -0.6009
O -1.34172 -1.00735 -7.50796 0.1368
O 0.21144 -2.28916 -8.60776 -0.0153
C -0.67407 -2.72311 -9.64866 -0.0475
H -0.01969 0.54883 -6.04339 0.0907
H 1.44839 -0.20581 -5.20778 0.0846
H -0.11814 -0.86730 -5.02244 0.0849
H -1.70814 -2.58970 -9.33085 0.0923
H -0.38951 -3.72552 -9.96849 0.0917
H -0.53616 -2.20139 -10.59570 0.0844



14
Properties=species:S:1:pos:R:3:lowdin_charge:R:1 method="wB97M-V/def2-TZVPD" charge=-1 lumo_energy_ev=3.71 fmax_ev_per_a=0.6 multiplicity=1 orbital_gap_ev=8.3
Ga 2.58780 -0.20996 -0.24151 0.1700
C 0.54905 -0.17639 -0.09014 -0.4106
C -0.14248 1.05040 -0.04047 -0.1458
C -1.51988 1.08319 0.12751 -0.1256
C -2.21379 -0.11528 0.23657 -0.1229
C -1.47797 -1.29588 0.14092 -0.2038
N -0.15334 -1.33182 0.00962 0.0109
H 3.04658 1.24864 -0.75886 -0.1574
H 3.16963 -0.45746 1.25177 -0.1650
H 3.05676 -1.39152 -1.21998 -0.1666
H 0.42487 1.97069 -0.12202 0.0697
H -2.04944 2.03097 0.15055 0.0858
H -3.29123 -0.15045 0.35622 0.0783
H -1.98657 -2.25514 0.19981 0.0830



50
Properties=species:S:1:pos:R:3:lowdin_charge:R:1 method="wB97M-V/def2-TZVPD" charge=+2 lumo_energy_ev="-8.62 / -9.34" e_above_lowest_kcal_mol=24.9 fmax_ev_per_a=3.9 multiplicity=3 orbital_gap_ev="5.0 / 4.5"
C 3.39035 0.40444 -1.59794 -0.0828
C 3.59815 0.54979 -3.03761 -0.0990
H 4.13937 0.84162 -0.92490 0.1256
H 3.22969 -0.63088 -1.27999 0.1348
C 2.53526 0.01488 -3.77997 -0.2551
C 1.39495 -0.34252 -3.07431 0.2060
H 1.49416 -0.61391 -1.98745 0.0962
H 0.45121 -0.51565 -3.60004 0.1149
C 4.67042 1.31204 -3.80543 0.0193
H 5.24237 2.06633 -3.25371 0.1017
H 4.22601 1.90382 -4.63278 0.1045
H 5.44209 0.72162 -4.34924 0.1356
C 2.67948 -0.09563 -5.30426 -0.0215
H 3.51157 -0.72347 -5.69020 0.1167
H 2.83646 0.91277 -5.73415 0.0899
H 1.76203 -0.50861 -5.74157 0.0907
Pd -1.16154 -1.71233 1.96628 0.8501
O 0.07280 -0.24014 0.67783 0.0184
C -0.23147 0.65354 -0.14413 -0.3306
O -2.59424 -0.80154 0.91511 -0.0339
C -2.63408 0.15968 0.11613 -0.4237
O -3.81274 0.53024 -0.35103 0.1120
N -1.60770 0.90750 -0.39904 0.0840
C -3.63519 1.67079 -1.23870 -0.0649
C -2.15028 1.75919 -1.46262 -0.0801
H -4.05464 2.54795 -0.74494 0.1422
H -4.27227 1.53109 -2.11206 0.1461
H -1.78762 2.76331 -1.27386 0.1385
H -1.91616 1.33982 -2.45920 0.1470
C 0.76387 1.35723 -0.92056 0.0016
C 2.17593 1.26344 -0.70380 -0.1132
H 0.38609 2.16164 -1.58717 0.1342
H 2.41450 1.07632 0.42151 0.1737
H 2.53333 2.25066 -1.12161 0.1399
C -0.88701 -3.47621 4.04390 -0.0618
O -0.20115 -2.25719 3.71323 -0.3217
C -0.34940 -1.19651 4.65884 -0.1648
C -1.74457 -0.58932 4.77068 -0.1683
O -2.57927 -1.20127 3.77992 -0.2911
C -3.87056 -0.63691 3.69069 -0.0706
H -0.15588 -4.31245 4.16474 0.1154
H -1.56430 -3.73957 3.20498 0.0883
H -1.43951 -3.33771 4.99324 0.1131
H -0.02494 -1.55750 5.64113 0.1409
H 0.28918 -0.37017 4.31361 0.1320
H -2.24827 -0.78948 5.73573 0.1445
H -1.66582 0.49662 4.55887 0.1347
H -4.10461 -0.72304 2.62956 0.0751
H -4.60462 -1.22935 4.25760 0.1070
H -3.94146 0.40505 4.05870 0.1083



12
Properties=species:S:1:pos:R:3:lowdin_charge:R:1 method="wB97M-V/def2-TZVPD" charge=0 lumo_energy_ev=0.69 e_above_lowest_kcal_mol=38.2 fmax_ev_per_a=3.2 smiles=CO.CO multiplicity=1 orbital_gap_ev=10.5
C 2.17169 0.37206 -0.23002 -0.1631
O 1.20157 -0.38248 0.57317 -0.1634
H 3.25517 0.29401 0.18291 0.1012
H 2.34993 -0.10637 -1.21230 0.0642
H 1.88886 1.34532 -0.55466 0.0488
H 0.56962 -0.61482 -0.15207 0.0328
C -2.12862 0.47412 0.12958 -0.1323
O -1.14264 -0.48112 -0.30180 -0.1721
H -1.77936 1.53570 0.26158 0.0847
H -3.07797 0.40404 -0.60983 0.1236
H -2.29666 0.17967 1.20825 0.0875
H -1.63940 -1.20579 -0.69216 0.0883